(1)
{
  "formula": "C4H11N2O",
  "method": "ωB97M-V/def2-TZVPD",
  "elements": ["O", "N", "N", "C", "C", "C", "C", "H", "H", "H", "H", "H", "H", "H", "H", "H", "H", "H"],
  "xyz": [[-0.72412, -1.43196, -0.77094], [-0.99805, 1.24301, -0.56019], [0.75262, -2.58297, 2.17016], [-0.28595, 1.74988, -1.74844], [0.13889, -1.89808, -0.04501], [0.41612, 2.85796, -1.69418], [0.44967, -1.42473, 1.34650], [0.71877, -2.74954, -0.42253], [-0.39048, -0.81471, 1.70300], [-0.11562, -2.98238, 2.50934], [0.79926, 3.32112, -2.59473], [1.31419, -0.75110, 1.29289], [-1.98988, 1.48450, -0.61929], [1.25442, -2.29308, 3.00114], [0.60994, 3.33384, -0.74109], [-0.40902, 1.12580, -2.61664], [-0.62140, 1.63138, 0.30677], [-0.91937, 0.18107, -0.51675]],
  "mulliken_charge": [-0.607, -0.223, -0.624, 0.036, 0.117, -0.648, -0.420, 0.411, 0.268, 0.240, 0.265, 0.350, 0.368, 0.259, 0.210, 0.388, 0.411, 0.200],
  "charge": 1,
  "e_lumo_ev": -3.23,
  "homo_lumo_gap_ev": 10.36
}

(2)
{
  "formula": "C4H9N2",
  "method": "ωB97M-V/def2-TZVPD",
  "elements": ["N", "N", "C", "C", "C", "C", "H", "H", "H", "H", "H", "H", "H", "H", "H"],
  "xyz": [[-0.11448, 0.54187, 0.93562], [-0.09709, 1.60128, 0.42204], [-0.10573, 2.67958, -0.13775], [-0.23175, -0.79122, 0.46515], [-1.05791, -1.01010, -0.77284], [1.20107, -1.18400, 0.38408], [1.59189, -0.93473, -0.57282], [1.37413, -2.22338, 0.63002], [-0.46682, -0.66363, -1.58628], [-1.97935, -0.64537, -0.62995], [-1.20431, -2.07868, -1.02440], [1.81535, -0.59591, 1.21247], [0.88294, 3.15634, -0.58891], [-0.98558, 3.38708, -0.16131], [-0.62235, -1.23913, 1.42488]],
  "mulliken_charge": [-0.330, 0.375, -0.167, 0.666, -1.437, -1.271, 0.373, 0.350, 0.387, 0.466, 0.378, 0.363, 0.269, 0.292, 0.286],
  "charge": 1,
  "e_lumo_ev": -5.46,
  "homo_lumo_gap_ev": 10.18
}

(3)
{
  "formula": "C12H7N2O4SbSe5W",
  "method": "ωB97M-V/def2-TZVPD",
  "elements": ["W", "Sb", "Se", "Se", "Se", "Se", "Se", "O", "O", "O", "O", "N", "N", "C", "C", "C", "C", "C", "C", "C", "C", "C", "C", "C", "C", "H", "H", "H", "H", "H", "H", "H"],
  "xyz": [[0.78597, 0.35552, -0.90896], [2.18672, 2.69339, -2.68015], [3.74046, 3.90968, -1.43598], [1.27837, 2.85179, -4.82396], [-0.12155, 2.45862, -0.93428], [2.76338, 0.05416, -2.28184], [-1.23415, -0.26613, 0.80364], [-0.32475, -0.67862, -2.22396], [2.99673, -0.84866, 2.33056], [1.90551, 0.33197, 0.75828], [-1.02404, -2.66202, -3.02330], [0.99224, -1.71595, -0.36538], [-3.36717, 3.79588, 1.89950], [2.31010, -0.79084, 1.35393], [0.44736, -2.62717, -1.15622], [-3.87733, 2.95824, 1.00170], [1.79667, -2.01581, 0.64314], [-0.38952, -2.01111, -2.24764], [0.71064, -3.96824, -0.95547], [-1.53759, 2.27121, 2.18350], [2.11166, -3.33310, 0.91076], [-2.07847, 1.40694, 1.24291], [1.55587, -4.31427, 0.09454], [-3.27820, 1.75960, 0.63810], [-2.21763, 3.44646, 2.47103], [-0.60024, 2.04547, 2.67480], [0.26574, -4.70225, -1.61182], [-3.73507, 1.12083, -0.10583], [2.77559, -3.56507, 1.73112], [-1.81120, 4.14062, 3.19799], [1.78999, -5.35496, 0.27306], [-4.81608, 3.25382, 0.54621]],
  "mulliken_charge": [0.891, 0.660, -0.410, -0.413, 0.100, -0.262, -0.027, -0.464, -0.588, -0.387, -0.585, -0.077, -0.577, 0.289, 0.599, -0.351, 0.578, 0.307, -0.621, -0.068, -0.633, -0.255, -0.309, -0.163, -0.301, 0.397, 0.549, 0.389, 0.549, 0.367, 0.454, 0.363],
  "e_lumo_ev": -2.79,
  "homo_lumo_gap_ev": 6.12
}

(4)
{
  "formula": "C27H19F5N2O6S2",
  "method": "ωB97M-V/def2-TZVPD",
  "elements": ["S", "S", "F", "F", "F", "F", "F", "O", "O", "O", "O", "O", "O", "N", "N", "C", "C", "C", "C", "C", "C", "C", "C", "C", "C", "C", "C", "C", "C", "C", "C", "C", "C", "C", "C", "C", "C", "C", "C", "C", "C", "C", "H", "H", "H", "H", "H", "H", "H", "H", "H", "H", "H", "H", "H", "H", "H", "H", "H", "H", "H"],
  "xyz": [[1.98571, -3.49998, -2.00078], [-0.91661, -3.01614, -2.56799], [0.74513, 6.30141, 0.16946], [-0.86636, 2.45732, 3.73459], [2.42364, 5.52632, 2.19716], [-1.67194, 5.02504, -0.15857], [1.64535, 3.57144, 3.95782], [-1.35980, -2.47078, -3.83893], [2.99802, -3.17872, -2.98288], [-2.09066, -0.43400, 1.78677], [-1.75625, -3.02811, -1.40523], [2.31029, -3.73735, -0.60342], [1.01685, -1.14440, -2.86773], [-4.16067, 1.63260, 1.36620], [-2.57003, 3.10304, 1.59539], [0.68425, -2.26228, -2.20275], [3.59375, 2.19132, 0.92310], [1.21343, 4.94804, 2.06432], [0.36801, 5.33686, 1.02922], [1.63710, -6.13013, -2.96157], [2.31943, 1.70280, 0.61606], [4.45005, 1.46649, 1.75051], [-2.81686, 1.78869, 1.38693], [-1.06669, -5.69025, -3.48802], [1.05758, -4.89055, -2.67345], [-4.93782, 0.41675, 1.19393], [-3.78471, 3.79175, 1.61465], [-0.44790, 3.37955, 2.82959], [-0.50360, -6.94265, -3.73581], [-0.87425, 4.72101, 0.89248], [0.81162, 3.96470, 2.96869], [1.86156, 0.47085, 1.14261], [1.37107, 0.05542, -2.00110], [2.73871, -0.24407, 1.99216], [-1.82200, 0.68190, 1.27992], [-1.28959, 3.73244, 1.77396], [0.85177, -7.16284, -3.47469], [-0.50465, 0.95637, 0.71145], [4.00555, 0.26300, 2.30210], [-0.28704, -4.67070, -2.93452], [-4.77164, 2.86841, 1.49564], [0.48691, 0.03310, 0.88179], [-4.26867, -0.44532, 1.16849], [2.17676, -0.27200, -1.32282], [4.66825, -0.30638, 2.96080], [-5.52496, 0.47756, 0.26495], [-5.64800, 0.31377, 2.02790], [2.69283, -6.29039, -2.74717], [-5.83449, 2.98311, 1.49133], [2.37744, -1.17788, 2.44494], [-2.12098, -5.50833, -3.68820], [5.45655, 1.82291, 1.94008], [1.68304, 0.92654, -2.61362], [1.66473, 2.28723, -0.04015], [0.24767, -1.03155, 1.03678], [-1.12545, -7.75408, -4.11208], [0.45354, 0.29298, -1.43236], [3.92296, 3.13110, 0.47364], [-3.84219, 4.85440, 1.71613], [1.29156, -8.14455, -3.64952], [-0.34731, 1.95721, 0.32181]],
  "mulliken_charge": [1.154, 1.093, -0.295, -0.379, -0.348, -0.323, -0.339, -0.684, -0.678, -0.687, -0.604, -0.646, -0.412, 0.136, 0.379, -0.049, -0.904, 0.588, 0.416, -0.673, 0.202, -0.528, 0.669, -0.586, 0.258, -0.880, -0.318, 1.012, -0.533, 0.578, 0.392, 0.478, -0.383, -0.321, -0.238, -1.344, -0.535, -0.458, -0.671, 0.247, -0.820, -0.493, 0.320, 0.336, 0.399, 0.344, 0.354, 0.396, 0.510, 0.431, 0.399, 0.430, 0.239, 0.493, 0.464, 0.363, 0.150, 0.465, 0.505, 0.364, 0.561],
  "e_lumo_ev": -2.10,
  "homo_lumo_gap_ev": 3.43
}

(5)
{
  "formula": "C3H2N2O2",
  "method": "ωB97M-V/def2-TZVPD",
  "elements": ["O", "O", "N", "N", "C", "C", "C", "H", "H"],
  "xyz": [[-1.82858, 0.57941, -0.23350], [1.63915, 1.51267, -0.32047], [0.18213, -2.95491, -0.44722], [-0.70065, 0.80990, 0.22885], [0.18625, -2.09025, -1.22020], [0.74218, 1.18351, 0.33696], [-0.14154, 1.17976, 1.38073], [0.42953, -1.44785, -2.09371], [-0.50847, 1.22777, 2.36857]],
  "mulliken_charge": [-0.552, -0.425, -0.382, 0.312, 0.115, 0.561, -0.294, 0.275, 0.391],
  "e_lumo_ev": 0.00,
  "homo_lumo_gap_ev": 10.25
}

(6)
{
  "formula": "C2H2N4O",
  "method": "ωB97M-V/def2-TZVPD",
  "elements": ["O", "N", "N", "N", "N", "C", "C", "H", "H"],
  "xyz": [[-1.97794, 0.44965, -0.22967], [0.55674, 0.96028, 0.15328], [2.25936, -0.28830, -0.18753], [1.79115, 1.17087, 0.00314], [1.37256, -1.06668, -0.13331], [0.08146, -0.41737, 0.34442], [-1.15460, -0.60248, 0.05509], [-1.50947, -1.55393, 0.19542], [-1.41926, 1.34795, -0.20086]],
  "mulliken_charge": [-0.510, -0.095, -0.139, -0.300, -0.075, 0.574, -0.308, 0.395, 0.458],
  "e_lumo_ev": -1.13,
  "homo_lumo_gap_ev": 8.84
}

(7)
{
  "formula": "C4H5F2NS",
  "method": "ωB97M-V/def2-TZVPD",
  "elements": ["S", "F", "F", "N", "C", "C", "C", "C", "H", "H", "H", "H", "H"],
  "xyz": [[-0.56842, 0.78643, -2.76284], [1.53695, 0.78186, -1.26328], [-1.91325, 1.63879, 0.03257], [-0.24496, 1.48856, 1.69438], [-0.18220, -0.67299, -0.56672], [0.75077, -1.53807, 0.31962], [0.33185, 0.30019, -1.45310], [-0.90390, 1.17853, 0.70135], [1.48625, -2.14830, -0.22591], [1.19609, -0.83490, 0.96065], [-1.17805, -0.88353, -0.69569], [0.12311, -2.26514, 0.90617], [-0.43423, 2.16858, 2.35279]],
  "lowdin_spin": [0.578, -0.005, 0.142, 0.143, 0.337, 0.035, 0.157, 0.547, 0.010, 0.008, 0.014, 0.000, 0.032],
  "spin_multiplicity": 3,
  "e_lumo_ev": [0.91, -2.50],
  "homo_lumo_gap_ev": [8.13, 6.72],
  "s_squared": 2.020
}

(8)
{
  "formula": "C14H17FN4O2",
  "method": "ωB97M-V/def2-TZVPD",
  "elements": ["F", "O", "O", "N", "N", "N", "N", "C", "C", "C", "C", "C", "C", "C", "C", "C", "C", "C", "C", "C", "C", "H", "H", "H", "H", "H", "H", "H", "H", "H", "H", "H", "H", "H", "H", "H", "H", "H"],
  "xyz": [[2.00994, -2.50320, 0.83941], [-0.45247, 1.06573, -2.40399], [-1.12601, 4.53316, -1.88559], [1.03034, 2.61322, -1.64693], [0.29128, -0.40018, 1.53537], [1.16741, 1.38020, 0.79302], [1.09105, 0.62235, 1.81430], [-1.31722, -4.82523, 1.38918], [-0.17354, -0.29227, 0.27484], [-0.02968, -1.42577, 2.50565], [-0.12318, -2.77274, 1.82926], [-1.23810, -3.58385, 1.99589], [0.84416, -4.49123, 0.41113], [0.13639, 4.76905, -2.44793], [0.90740, -3.25732, 1.03004], [-2.05847, 3.92363, -2.75249], [0.26362, 1.50948, -1.52210], [0.93221, 3.49162, -2.78054], [1.01975, -1.43006, 3.61627], [0.40541, 0.86731, -0.20430], [-0.27804, -5.27918, 0.59522], [0.67442, 5.34871, -1.69229], [-1.01080, -1.18326, 2.93927], [-1.81665, 2.87304, -2.94049], [1.50572, 2.93403, -0.81546], [1.66961, -4.81506, -0.20250], [0.43370, 2.92746, -3.57240], [-2.19402, -5.43678, 1.53511], [-3.02048, 3.98249, -2.24674], [-0.83840, -0.99528, -0.17906], [1.05141, -0.45605, 4.09513], [-2.11554, 4.46120, -3.70667], [0.76922, -2.19030, 4.35160], [-0.33866, -6.24472, 0.11793], [0.04733, 5.37233, -3.36566], [1.93190, 3.77981, -3.11883], [2.00290, -1.63924, 3.20449], [-2.05390, -3.23311, 2.61085]],
  "mulliken_charge": [-0.354, -0.709, -0.348, -0.074, 0.847, -0.440, -0.854, -0.714, 0.281, -0.080, 0.161, -0.571, -0.732, -0.461, 0.866, -0.605, -0.225, -0.859, -1.454, 0.308, -0.321, 0.345, 0.503, 0.252, 0.305, 0.448, 0.398, 0.401, 0.226, 0.547, 0.398, 0.291, 0.402, 0.390, 0.345, 0.357, 0.356, 0.375],
  "e_lumo_ev": 0.68,
  "homo_lumo_gap_ev": 10.00
}

In eV Å⁻¹, the F_max values for the records above are, in order, 0.7; 5.5; 1.2; 4.0; 1.9; 9.9; 5.1; 1.3.